(1)
ORCA calculation (the ωB97M-V functional and the def2-TZVPD basis) on C25H44O2P2Sc as an isolated structure in a non-equilibrium geometry.

Structure (XYZ):
```
74
Properties=species:S:1:pos:R:3:lowdin_charge:R:1
Sc -0.70 -1.75 0.30 0.83
C -2.38 -2.39 1.88 -0.31
C -3.03 -1.84 0.71 -0.31
C -2.09 -3.89 0.13 -0.26
C -1.81 -3.65 1.52 -0.27
C -2.81 -2.76 -0.38 -0.30
C -2.41 -1.82 3.26 -0.04
H -2.53 -0.73 3.23 0.07
H -1.48 -2.05 3.79 0.08
H -3.25 -2.24 3.84 0.10
C -1.14 -4.63 2.41 -0.02
H -1.05 -4.22 3.43 0.08
H -0.13 -4.86 2.04 0.09
H -1.70 -5.58 2.47 0.10
C -1.77 -5.14 -0.59 -0.02
H -2.24 -6.02 -0.11 0.10
H -0.68 -5.30 -0.60 0.08
H -2.12 -5.09 -1.63 0.08
C -3.37 -2.64 -1.75 -0.04
H -4.32 -3.20 -1.85 0.11
H -2.66 -3.05 -2.49 0.08
H -3.57 -1.59 -2.00 0.08
C -3.85 -0.61 0.66 -0.03
H -4.91 -0.85 0.82 0.11
H -3.77 -0.11 -0.31 0.07
H -3.55 0.10 1.44 0.07
C 2.57 3.83 0.79 -0.11
C 1.46 4.34 1.35 -0.14
C 0.62 5.46 0.79 -0.18
C 0.60 5.58 -0.75 -0.18
C 0.46 4.27 -1.48 -0.10
C 1.46 3.52 -1.94 -0.16
C 2.92 3.79 -1.74 -0.18
C 3.30 4.43 -0.38 -0.18
H 0.91 6.44 1.22 0.13
H 1.48 6.16 -1.08 0.11
H -0.42 5.30 1.14 0.11
H 3.19 5.52 -0.44 0.11
H 3.14 3.06 1.32 0.09
H 1.23 4.11 2.40 0.11
H 4.37 4.24 -0.23 0.12
H 3.47 2.84 -1.84 0.11
H 1.26 2.75 -2.71 0.09
H 3.32 4.44 -2.54 0.13
H -0.27 6.21 -1.00 0.12
H -0.58 4.06 -1.78 0.11
P 0.59 0.24 1.26 0.79
C 2.09 0.37 2.19 -0.24
C -0.40 1.68 1.70 -0.24
P 0.02 -0.26 -1.71 0.80
C 1.13 0.63 -0.49 -0.46
C -1.10 1.04 -2.29 -0.24
C 1.09 -0.63 -3.09 -0.24
H 2.77 -0.44 1.90 0.05
H 1.84 0.28 3.25 0.07
H 2.57 1.35 2.00 0.03
H 0.16 2.59 1.46 0.00
H -0.58 1.64 2.78 0.06
H -1.36 1.70 1.18 0.05
H 1.66 0.27 -3.39 0.06
H 0.47 -0.97 -3.93 0.06
H 1.80 -1.43 -2.83 0.06
H 2.16 0.26 -0.62 0.07
H 1.08 1.71 -0.65 0.02
H -1.62 0.65 -3.17 0.06
H -0.54 1.95 -2.55 0.02
H -1.85 1.28 -1.52 0.05
C 2.64 -4.72 -0.59 -0.05
O 1.39 -4.06 -0.32 -0.16
C 1.47 -2.75 -0.02 -0.49
O 2.55 -2.18 0.05 -0.05
H 2.36 -5.72 -0.89 0.09
H 3.25 -4.75 0.31 0.10
H 3.17 -4.22 -1.40 0.09
```

Output
energy relative to the best compared isomer or geometry (same formula, charge and spin)	61.4	kcal/mol
LUMO energy	-3.086	eV
charge	+1
highest occupied orbital energy	-0.398	Eh

(2)
ORCA calculation (the ωB97M-V functional and the def2-TZVPD basis) on C8H22Cr2FN2O2 as an isolated structure in a non-equilibrium geometry.

Structure (XYZ):
```
37
Properties=species:S:1:pos:R:3:mulliken_spin:R:1
Cr 0.39 5.00 -1.00 4.70
Cr 0.73 0.99 0.50 3.60
F 0.43 3.16 0.02 -0.05
C 2.69 -0.67 -2.94 0.00
C 1.77 -0.46 -1.75 0.00
C 1.71 -1.56 -0.69 -0.01
O 0.94 -1.19 0.51 -0.02
C 0.72 -2.33 1.32 0.00
N 2.09 0.79 -1.15 -0.07
H 2.63 0.12 -3.70 0.00
H 2.43 -1.61 -3.43 0.00
H 3.72 -0.82 -2.65 0.00
H 0.77 -0.41 -2.17 0.00
H 2.73 -1.70 -0.34 0.00
H 1.33 -2.48 -1.13 0.00
H 0.40 -2.01 2.32 0.00
H 1.67 -2.85 1.44 0.00
H 0.05 -3.02 0.81 0.00
H 2.04 1.51 -1.87 0.00
H 3.10 0.72 -1.04 0.01
C -3.35 0.93 -0.54 -0.02
C -2.05 1.03 0.17 -0.01
C -1.97 0.40 1.55 -0.02
O -0.67 0.45 2.11 0.00
C -0.72 0.08 3.50 0.00
N -1.09 0.45 -0.71 -0.12
H -3.99 1.71 -0.14 0.00
H -3.81 -0.02 -0.24 0.00
H -3.34 1.10 -1.61 0.00
H -1.82 2.09 0.27 0.00
H -2.22 -0.65 1.38 0.00
H -2.66 0.94 2.21 0.00
H 0.30 0.21 3.87 -0.01
H -0.98 -0.97 3.63 0.00
H -1.42 0.74 4.01 0.00
H -1.25 0.87 -1.61 0.02
H -1.29 -0.52 -0.91 0.00
```

Output
multiplicity	9
LUMO energy (spin up / spin down)	-14.310 / -10.780	eV
charge	+3
highest occupied orbital energy (spin up / spin down)	-0.665 / -0.762	Eh

(3)
ORCA calculation (the ωB97M-V functional and the def2-TZVPD basis) on C23H35AsCl13F6N2 as an isolated structure in a non-equilibrium geometry.

Structure (XYZ):
```
80
Properties=species:S:1:pos:R:3:lowdin_charge:R:1
C 0.73 -4.19 3.78 0.00
N 0.72 -4.23 2.32 -0.09
C 1.50 -5.05 1.64 0.03
C 1.48 -5.00 0.20 0.09
C 0.67 -4.03 -0.53 -0.10
C -0.12 -3.24 0.29 0.05
C -0.10 -3.33 1.69 0.06
C 0.79 -3.80 -1.98 -0.14
C 0.76 -2.54 -2.57 0.02
C 0.75 -2.46 -4.01 0.01
N 0.82 -3.57 -4.82 -0.08
C 0.94 -4.81 -4.22 0.04
C 0.90 -4.89 -2.84 0.03
C 1.01 -3.37 -6.27 0.04
H 1.30 -4.98 4.26 0.11
H -0.29 -4.31 4.13 0.10
H 1.17 -3.24 4.11 0.06
H 2.11 -5.68 2.27 0.15
H 2.16 -5.69 -0.28 0.12
H -0.76 -2.49 -0.15 0.12
H -0.69 -2.71 2.36 0.10
H 0.77 -1.66 -1.96 0.08
H 0.73 -1.56 -4.62 0.11
H 1.08 -5.64 -4.89 0.14
H 0.91 -5.83 -2.31 0.13
H 0.90 -4.33 -6.77 0.10
H 2.02 -3.01 -6.48 0.12
H 0.22 -2.67 -6.55 0.11
As -0.67 1.03 0.79 0.94
F -2.33 0.37 0.42 -0.30
F -0.40 -0.16 2.04 -0.27
F 0.88 1.86 1.20 -0.28
F -0.91 2.20 -0.58 -0.28
F -1.43 2.19 1.90 -0.28
F 0.02 -0.16 -0.40 -0.30
C -5.22 2.30 1.17 -1.50
Cl -6.77 1.75 1.90 0.50
Cl -4.53 3.62 2.13 0.53
Cl -5.31 2.60 -0.60 0.49
H -4.55 1.44 1.16 -0.02
Cl 1.30 -1.73 6.40 0.55
C 0.90 -0.55 5.10 -0.63
C -0.58 -0.18 5.11 -0.61
Cl -1.58 -1.64 4.85 0.57
H 1.12 -1.02 4.14 0.04
H 1.59 0.29 5.16 0.08
H -0.93 0.52 4.34 0.05
H -0.89 0.29 6.04 0.08
Cl -3.75 5.35 -2.56 0.49
C -2.27 6.22 -1.99 -0.61
C -1.82 5.73 -0.56 -0.61
Cl -0.12 6.22 -0.19 0.52
H -2.52 7.27 -2.04 0.07
H -1.55 5.98 -2.77 0.05
H -1.89 4.67 -0.34 0.04
H -2.44 6.37 0.07 0.06
Cl 0.63 6.17 3.45 0.52
C 1.70 4.80 2.97 -0.68
C 1.98 3.78 3.99 -0.70
Cl 2.90 4.39 5.38 0.56
H 2.50 5.30 2.43 0.08
H 1.12 4.29 2.19 0.04
H 2.61 3.09 3.43 0.07
H 1.03 3.33 4.26 0.08
Cl 3.62 -1.17 -1.91 0.56
C 3.49 0.16 -0.69 -0.62
C 3.05 1.42 -1.37 -0.69
Cl 4.36 2.24 -2.23 0.57
H 4.42 0.26 -0.15 0.08
H 2.76 -0.10 0.07 0.06
H 2.58 2.09 -0.64 0.07
H 2.27 1.15 -2.08 0.03
Cl -2.36 -1.27 -4.40 0.57
C -2.39 -0.08 -3.08 -0.67
C -1.95 1.27 -3.44 -0.62
Cl -0.24 1.24 -3.99 0.56
H -1.80 -0.56 -2.29 0.04
H -3.40 -0.05 -2.66 0.09
H -2.12 2.01 -2.66 0.07
H -2.57 1.68 -4.24 0.08
```

Output
LUMO energy	-5.416	eV
charge	+1
highest occupied orbital energy	-0.423	Eh

(4)
ORCA calculation (the ωB97M-V functional and the def2-TZVPD basis) on one molecule with the formula C8H17N3OS in a non-equilibrium geometry.

Structure (XYZ):
```
30
Properties=species:S:1:pos:R:3:lowdin_charge:R:1
N 2.94 0.30 -2.64 -0.03
C 2.01 -0.81 -2.55 -0.30
C 1.72 -1.02 -1.04 -0.19
C 1.23 0.30 -0.37 -0.15
C 0.76 0.12 1.09 -0.34
N 1.77 -0.57 1.87 0.05
C -0.55 -0.64 1.11 -0.45
O -0.54 -1.85 1.19 0.05
N -1.71 0.05 1.03 -0.10
C -1.87 1.50 1.02 -0.21
C -3.29 1.71 0.53 -0.49
S -4.31 0.43 1.26 0.86
C -2.89 -0.78 1.09 -0.38
H 3.24 0.44 -3.60 0.06
H 3.76 0.09 -2.05 0.09
H 2.44 -1.74 -2.98 0.11
H 1.05 -0.57 -2.98 0.10
H 2.70 -1.22 -0.55 0.11
H 1.07 -1.92 -0.89 0.12
H 2.11 1.03 -0.32 0.13
H 0.52 0.83 -0.95 0.09
H 0.54 1.10 1.58 0.14
H 1.66 -1.59 1.63 0.09
H 1.52 -0.52 2.84 0.07
H -1.81 1.89 2.06 0.13
H -1.19 2.03 0.36 0.12
H -3.32 1.54 -0.56 0.08
H -3.68 2.67 0.69 0.06
H -2.98 -1.40 0.15 0.11
H -2.91 -1.40 1.99 0.08
```

Output
energy relative to the best compared isomer or geometry (same formula, charge and spin)	0.0	kcal/mol
LUMO energy	0.677	eV
structure (SMILES)	NCCC[C@H](N)C(=O)N1CCSC1
highest occupied orbital energy	-0.329	Eh

(5)
ORCA calculation (the ωB97M-V functional and the def2-TZVPD basis) on a 9-piece molecular cluster, C65H83BrF9N8O6PS2 overall in a non-equilibrium geometry.

Structure (XYZ):
```
175
Properties=species:S:1:pos:R:3:lowdin_charge:R:1
C -2.10 2.11 -3.94 -0.05
C -2.99 1.64 -5.12 -0.26
O -3.07 0.23 -5.22 -0.16
C -3.95 -0.31 -4.23 -0.20
C -3.11 -1.11 -3.21 -0.18
C -3.84 -2.31 -2.59 -0.20
C -2.87 -3.23 -1.82 -0.17
C -2.12 -2.42 -0.72 -0.12
C -2.43 -2.92 0.71 -0.35
O -1.37 -3.82 1.11 -0.17
S -0.58 -3.45 2.44 0.66
O -1.27 -3.77 3.65 -0.26
O 0.64 -4.23 2.44 -0.27
C -0.24 -1.66 2.35 -0.42
C 0.68 -1.30 1.19 -0.15
C 2.13 -1.88 1.27 -0.14
C 3.22 -0.77 1.18 -0.18
C 4.11 -0.93 -0.10 -0.18
C 5.50 -0.37 0.20 -0.17
C 6.57 -0.80 -0.82 -0.17
O 7.61 0.20 -0.91 -0.02
C 7.35 1.14 -1.87 -0.55
C 7.25 0.74 -3.34 0.02
O 7.24 2.27 -1.56 0.13
C 0.41 -1.34 3.72 -0.12
C 0.74 0.16 3.89 -0.09
C 1.91 0.38 4.82 -0.46
F 1.63 -0.37 5.93 0.12
F 3.06 -0.11 4.35 0.14
C 2.08 1.84 5.37 -0.45
F 2.73 1.75 6.52 0.14
F 0.93 2.44 5.68 0.12
S 3.07 3.02 4.29 0.77
F 4.39 2.23 4.56 -0.10
F 2.75 2.22 2.97 -0.12
F 1.77 3.92 4.04 -0.15
F 3.36 3.93 5.56 -0.13
F 3.90 4.05 3.42 -0.11
C -1.66 -0.97 2.33 -0.41
P -1.63 0.81 1.71 0.98
C -1.40 0.90 -0.14 -0.27
C -3.30 1.55 1.99 -0.27
C -2.82 -1.79 1.66 -0.61
Br -4.14 -2.42 3.00 0.73
H -1.21 2.61 -4.33 0.05
H -1.74 1.27 -3.34 0.06
H -2.60 2.84 -3.29 0.06
H -2.55 2.01 -6.06 0.11
H -3.99 2.07 -5.03 0.11
H -4.36 0.53 -3.67 0.12
H -4.75 -0.89 -4.68 0.12
H -2.15 -1.44 -3.61 0.13
H -2.89 -0.41 -2.40 0.07
H -4.27 -2.90 -3.41 0.11
H -4.65 -2.03 -1.90 0.12
H -2.13 -3.57 -2.55 0.11
H -3.35 -4.14 -1.45 0.11
H -2.51 -1.41 -0.80 0.07
H -1.06 -2.52 -0.96 0.11
H -3.32 -3.54 0.59 0.12
H 0.82 -0.22 1.12 0.08
H 0.29 -1.61 0.22 0.09
H 2.28 -2.50 0.39 0.08
H 2.32 -2.44 2.18 0.10
H 2.81 0.24 1.16 0.10
H 3.91 -0.88 2.02 0.09
H 3.64 -0.32 -0.88 0.09
H 4.14 -1.99 -0.37 0.11
H 5.48 0.73 0.19 0.12
H 5.86 -0.64 1.19 0.11
H 6.17 -1.06 -1.80 0.11
H 7.06 -1.70 -0.43 0.13
H 7.23 1.60 -3.99 0.09
H 8.06 0.04 -3.57 0.09
H 6.32 0.18 -3.46 0.08
H -0.34 -1.59 4.48 0.12
H 1.26 -1.98 3.95 0.12
H 0.83 0.69 2.95 0.08
H -0.10 0.60 4.39 0.08
H -1.95 -0.86 3.38 0.07
H -0.76 1.76 -0.32 0.04
H -2.34 1.12 -0.67 0.03
H -0.93 0.03 -0.59 0.02
H -4.04 1.05 1.34 0.04
H -3.58 1.54 3.04 0.02
H -3.22 2.57 1.60 -0.01
H -3.39 -1.09 1.07 0.06
C 1.24 1.70 -5.06 -0.10
C 1.78 2.25 -3.90 -0.08
C 2.32 1.40 -2.96 -0.16
N 2.36 0.07 -3.09 0.06
C 1.84 -0.44 -4.21 -0.14
C 1.27 0.33 -5.22 -0.06
H 0.81 2.34 -5.82 0.11
H 1.78 3.32 -3.74 0.10
H 2.76 1.79 -2.04 0.10
H 1.88 -1.52 -4.29 0.10
H 0.87 -0.14 -6.10 0.11
C -2.89 6.67 5.01 -0.08
C -4.19 6.21 4.95 -0.07
C -4.51 5.29 3.96 -0.13
N -3.63 4.83 3.07 0.03
C -2.39 5.29 3.15 -0.16
C -1.96 6.21 4.10 -0.06
H -2.60 7.39 5.77 0.11
H -4.94 6.55 5.65 0.10
H -5.51 4.89 3.88 0.11
H -1.70 4.90 2.40 0.12
H -0.93 6.55 4.11 0.10
C -3.17 2.97 7.55 -0.08
C -1.95 2.85 6.89 -0.06
C -1.85 1.90 5.89 -0.14
N -2.85 1.09 5.52 0.07
C -4.00 1.22 6.17 -0.15
C -4.22 2.14 7.18 -0.07
H -3.29 3.70 8.33 0.11
H -1.11 3.48 7.14 0.10
H -0.94 1.77 5.35 0.06
H -4.79 0.55 5.85 0.11
H -5.18 2.21 7.67 0.10
C 2.48 -7.26 -0.17 -0.07
C 1.77 -6.18 0.34 -0.05
C 1.65 -5.05 -0.45 -0.15
N 2.17 -4.94 -1.67 0.06
C 2.85 -5.98 -2.14 -0.17
C 3.03 -7.16 -1.44 -0.07
H 2.60 -8.16 0.41 0.07
H 1.33 -6.22 1.32 0.09
H 1.11 -4.18 -0.09 0.07
H 3.27 -5.85 -3.13 0.07
H 3.59 -7.98 -1.87 0.10
C 0.13 -12.34 0.23 -0.08
C -0.08 -11.32 1.14 -0.07
C 0.96 -10.43 1.37 -0.15
N 2.14 -10.49 0.77 0.04
C 2.33 -11.48 -0.10 -0.15
C 1.36 -12.43 -0.41 -0.07
H -0.65 -13.06 0.02 0.11
H -1.02 -11.22 1.66 0.10
H 0.84 -9.61 2.07 0.11
H 3.30 -11.51 -0.57 0.10
H 1.56 -13.21 -1.13 0.10
C -3.71 6.45 -0.65 -0.06
C -4.00 6.09 -1.96 -0.07
C -4.45 4.80 -2.21 -0.17
N -4.62 3.88 -1.26 0.06
C -4.34 4.25 0.00 -0.15
C -3.88 5.51 0.35 -0.06
H -3.35 7.44 -0.42 0.08
H -3.87 6.80 -2.77 0.10
H -4.69 4.48 -3.21 0.10
H -4.49 3.48 0.75 0.07
H -3.67 5.74 1.38 0.06
C -0.96 12.15 -0.92 -0.08
C -1.24 11.79 -2.23 -0.07
C -1.70 10.50 -2.47 -0.15
N -1.86 9.58 -1.52 0.05
C -1.58 9.95 -0.27 -0.16
C -1.13 11.21 0.08 -0.07
H -0.60 13.14 -0.69 0.11
H -1.12 12.49 -3.04 0.10
H -1.94 10.18 -3.48 0.10
H -1.72 9.18 0.48 0.10
H -0.91 11.45 1.11 0.10
C 2.86 -6.75 -6.85 -0.08
C 3.20 -6.02 -7.98 -0.08
C 3.29 -4.64 -7.87 -0.16
N 3.06 -3.97 -6.74 0.05
C 2.73 -4.69 -5.66 -0.15
C 2.62 -6.08 -5.67 -0.08
H 2.78 -7.83 -6.90 0.11
H 3.40 -6.51 -8.92 0.10
H 3.56 -4.03 -8.72 0.10
H 2.54 -4.12 -4.76 0.09
H 2.34 -6.61 -4.77 0.08
```

Output
LUMO energy	0.297	eV
structure (SMILES)	CCOCCCCC[C@H]1OS(=O)(=O)[C@](CCCCCCOC(C)=O)(CCC(F)(F)C(F)(F)S(F)(F)(F)(F)F)[C@@H](P(C)C)[C@@H]1Br.c1ccncc1.c1ccncc1.c1ccncc1.c1ccncc1.c1ccncc1.c1ccncc1.c1ccncc1.c1ccncc1
highest occupied orbital energy	-0.298	Eh

(6)
ORCA calculation (the ωB97M-V functional and the def2-TZVPD basis) on a 3-piece molecular cluster, C29H44BF17N3O6 overall in a non-equilibrium geometry.

Structure (XYZ):
```
100
Properties=species:S:1:pos:R:3:lowdin_charge:R:1
C -0.62 -2.66 3.16 -0.10
O 0.65 -3.27 3.33 -0.19
C 1.45 -3.23 2.15 -0.24
C 1.23 -4.42 1.23 -0.16
C 0.20 -4.10 0.14 -0.22
C 0.27 -4.98 -1.08 -0.22
C -1.00 -4.94 -1.94 -0.20
C -1.29 -3.52 -2.48 -0.19
C -2.23 -2.70 -1.60 -0.13
C -2.67 -1.37 -2.27 -0.23
O -4.07 -1.26 -2.15 0.06
B -4.43 -0.05 -1.36 -1.02
F -5.17 0.88 -2.14 0.09
N -5.26 -0.52 -0.14 0.01
C -6.10 0.55 0.42 -0.09
C -6.13 -1.60 -0.48 -0.48
C -5.89 -2.89 0.29 0.00
O -7.05 -1.54 -1.29 0.08
O -3.15 0.53 -1.01 0.09
C -2.07 -0.04 -1.70 -0.37
C -1.79 0.85 -2.92 -0.06
C -0.85 0.29 -3.97 -0.40
C -1.50 -0.04 -5.30 -0.04
N 0.39 0.07 -3.78 0.13
C -0.96 -0.25 -0.66 -0.06
C -0.10 0.94 -0.31 -0.38
C -0.07 1.26 1.16 -0.03
N 0.57 1.59 -1.17 0.15
H -1.01 -2.46 4.15 0.09
H -1.32 -3.33 2.66 0.08
H -0.56 -1.74 2.59 0.07
H 1.29 -2.30 1.61 0.11
H 2.48 -3.21 2.51 0.11
H 0.87 -5.26 1.81 0.12
H 2.17 -4.67 0.75 0.11
H 0.36 -3.06 -0.16 0.10
H -0.81 -4.13 0.54 0.11
H 0.43 -6.01 -0.75 0.11
H 1.11 -4.72 -1.73 0.11
H -1.86 -5.28 -1.36 0.11
H -0.86 -5.61 -2.78 0.10
H -1.78 -3.61 -3.45 0.11
H -0.35 -3.00 -2.63 0.11
H -1.82 -2.56 -0.61 0.08
H -3.14 -3.28 -1.47 0.11
H -2.52 -1.53 -3.34 0.12
H -6.50 0.24 1.39 0.07
H -5.50 1.44 0.58 0.08
H -6.94 0.81 -0.23 0.08
H -5.39 -3.60 -0.36 0.07
H -6.86 -3.27 0.59 0.07
H -5.29 -2.70 1.17 0.07
H -1.46 1.84 -2.60 0.11
H -2.75 1.00 -3.40 0.12
H -0.82 0.15 -6.12 0.07
H -2.43 0.50 -5.44 0.08
H -1.76 -1.10 -5.31 0.07
H 0.78 -0.32 -4.64 0.04
H -0.36 -1.11 -0.93 0.11
H -1.50 -0.50 0.25 0.12
H 0.17 0.36 1.72 0.05
H 0.72 1.98 1.37 0.07
H -1.03 1.64 1.50 0.09
H 1.08 2.35 -0.72 0.05
C 2.21 -0.31 4.93 -0.02
C 3.19 0.69 4.28 -0.44
C 4.69 0.43 4.38 -0.31
F 5.13 0.47 5.65 0.10
F 5.35 1.39 3.70 0.09
F 2.92 1.95 4.71 0.13
F 2.92 0.66 2.94 0.10
O 1.63 0.03 6.19 0.05
C 2.18 -0.29 7.40 -0.54
C 2.47 0.96 8.24 -0.29
F 3.36 1.76 7.63 0.10
F 2.99 0.58 9.43 0.09
F 3.27 -1.08 7.30 0.16
F 1.25 -1.00 8.09 0.14
H 1.36 -0.32 4.26 0.14
H 2.61 -1.32 4.93 0.15
H 4.94 -0.54 3.94 0.17
H 1.54 1.52 8.41 0.17
C 3.58 5.88 -1.99 -0.04
C 4.81 5.52 -2.85 -0.44
C 5.06 6.29 -4.15 -0.32
F 4.09 6.08 -5.06 0.11
F 6.22 5.86 -4.69 0.09
F 4.84 4.20 -3.08 0.14
F 5.89 5.82 -2.07 0.09
O 2.43 5.04 -2.03 0.04
C 1.36 5.23 -2.89 -0.53
C 1.14 4.01 -3.79 -0.29
F 2.22 3.80 -4.57 0.10
F 0.09 4.25 -4.61 0.09
F 1.47 6.38 -3.59 0.14
F 0.26 5.35 -2.12 0.15
H 3.93 5.75 -0.97 0.15
H 3.31 6.93 -2.08 0.14
H 5.14 7.37 -3.96 0.17
H 0.95 3.12 -3.19 0.14
```

Output
LUMO energy	1.997	eV
charge	-1
highest occupied orbital energy	-0.187	Eh